No. 1
DFT (ωB97M-V/def2-TZVPD) results for a structure of composition C5H18HgO6 at a distorted geometry.

Atoms and positions in Å:
Hg 0.5988 -0.7294 0.2235
C -0.0884 1.5269 -2.7291
C 1.1411 0.7003 -2.4664
O 1.5360 0.7552 -1.1263
H 0.0085 2.5757 -2.4202
H -0.9218 1.1903 -2.0971
H -0.5232 1.6308 -3.7271
H 1.9162 1.1427 -3.1078
H 0.9240 -0.3099 -2.8330
C -1.9681 -2.0953 -1.1329
O -0.6240 -2.4030 -0.8837
H -2.6565 -2.0597 -0.2793
H -1.9942 -1.1345 -1.6720
H -2.3901 -2.7710 -1.8902
C 0.3019 1.8483 2.0043
C -1.1498 1.2941 1.8942
O -1.1987 0.8563 0.5315
O 1.3951 0.9205 1.8250
H 0.4289 2.5128 2.8669
H 0.4774 2.5500 1.1810
H -1.8816 2.0536 2.1497
H -1.2032 0.3663 2.4641
H -1.7760 1.3806 -0.0311
H 2.1937 1.4516 1.8864
O -0.1476 -2.0383 2.1150
H -0.6043 -1.8046 2.9314
H -0.3170 -2.9819 1.9921
O 2.4916 -1.9801 0.7110
H 2.7841 -2.4352 1.5092
H 3.2471 -2.0130 0.1110

The total energy comes out at -21932.098 eV. The orbital gap comes out at 7.02 eV. The total charge is 0. The spin multiplicity is 1. The energy relative to the best compared isomer or geometry (same formula, charge and spin) comes out at 0.0 kcal per mole.

For each atom in turn, the Löwdin charge in e is: atom 1 (Hg): 1.194, atom 2 (C): -0.127, atom 3 (C): -0.466, atom 4 (O): -0.397, atom 5 (H): 0.066, atom 6 (H): 0.035, atom 7 (H): 0.067, atom 8 (H): 0.094, atom 9 (H): 0.093, atom 10 (C): -0.345, atom 11 (O): -0.446, atom 12 (H): 0.048, atom 13 (H): 0.039, atom 14 (H): 0.054, atom 15 (C): -0.212, atom 16 (C): -0.172, atom 17 (O): -0.155, atom 18 (O): -0.129, atom 19 (H): 0.115, atom 20 (H): 0.121, atom 21 (H): 0.127, atom 22 (H): 0.100, atom 23 (H): 0.100, atom 24 (H): 0.105, atom 25 (O): -0.086, atom 26 (H): 0.058, atom 27 (H): 0.072, atom 28 (O): -0.089, atom 29 (H): 0.064, atom 30 (H): 0.074

=====

No. 2
DFT (ωB97M-V/def2-TZVPD) results for a cluster of 2 separate species, C5H18N2O in total at a distorted geometry.

Atoms and positions in Å:
C 1.4217 0.0533 1.2247
C 0.0505 -0.5722 1.1844
C -0.5515 -0.5633 -0.2643
C -2.0253 -0.1588 -0.2677
C -2.6676 -0.1715 -1.6579
N -2.5645 1.1711 -2.3539
N 2.0879 0.0135 2.5853
H 2.0551 -0.4869 0.5487
H 1.4662 1.0963 0.9168
H 0.0850 -1.6181 1.4913
H -0.6964 -0.1038 1.8343
H 0.0520 0.1252 -0.8664
H -0.5106 -1.5862 -0.6365
H -2.1847 0.8439 0.1565
H -2.5887 -0.7899 0.4000
H -2.1606 -0.9311 -2.2577
H -3.6868 -0.5395 -1.7238
H -2.0710 1.8328 -1.7521
H -3.4359 1.4429 -2.8069
H -1.8947 1.0813 -3.1265
H 2.6227 -0.8454 2.7146
H 1.4648 0.1419 3.3807
H 2.7355 0.8094 2.6291
H 4.7633 -0.6613 -0.1337
H 4.0789 0.3230 -1.0770
O 4.1548 0.0932 -0.1421

The total energy comes out at -10489.026 eV. The orbital gap comes out at 11.55 eV. The total charge is +2. The spin multiplicity is 1. The energy relative to the best compared isomer or geometry (same formula, charge and spin) comes out at 14.5 kcal per mole.

For each atom in turn, the Löwdin charge in e is: atom 1 (C): -0.165, atom 2 (C): -0.170, atom 3 (C): -0.176, atom 4 (C): -0.189, atom 5 (C): -0.125, atom 6 (N): 0.214, atom 7 (N): 0.220, atom 8 (H): 0.100, atom 9 (H): 0.141, atom 10 (H): 0.129, atom 11 (H): 0.121, atom 12 (H): 0.117, atom 13 (H): 0.126, atom 14 (H): 0.126, atom 15 (H): 0.128, atom 16 (H): 0.135, atom 17 (H): 0.139, atom 18 (H): 0.168, atom 19 (H): 0.183, atom 20 (H): 0.177, atom 21 (H): 0.180, atom 22 (H): 0.175, atom 23 (H): 0.179, atom 24 (H): 0.064, atom 25 (H): 0.058, atom 26 (O): -0.057

=====

No. 3
DFT (ωB97M-V/def2-TZVPD) results for a cluster of 5 separate species, C5H18N2O5 in total at a distorted geometry.

Atoms and positions in Å:
C 2.1289 -0.1214 -2.5664
C 0.8043 -0.2320 -2.7401
C 0.0594 -1.0175 -1.7326
C -0.6258 0.0879 -0.8328
N 0.2727 0.9740 -0.0830
C -1.8269 -0.4665 -0.1063
N -2.9888 0.2845 -0.2914
O -1.9294 -1.5009 0.5176
H 2.8534 0.4027 -3.3609
H 2.4477 -0.3698 -1.4808
H 0.2453 0.2014 -3.6046
H -0.5016 -1.8327 -2.1138
H 0.7706 -1.6141 -1.0344
H -1.0518 0.6736 -1.6469
H 1.2023 0.6440 -0.1747
H 0.1860 0.8488 0.9582
H -3.0871 1.1473 -0.9045
H -3.6747 -0.1006 0.3925
O 1.8115 -0.9469 3.8020
H 0.9222 -1.2210 3.5330
H 2.4323 -1.3743 3.2568
O 1.8027 1.2459 2.3224
H 1.4807 2.1316 2.6765
H 1.8234 0.5458 3.0720
O -1.8923 2.7742 -1.3653
H -1.0761 2.9260 -1.7595
H -1.8010 2.6241 -0.4179
O 0.1140 -2.1379 2.1089
H -0.5531 -1.6428 1.5537
H -0.3487 -2.9332 2.0224

The total energy comes out at -18693.332 eV. The orbital gap comes out at 10.10 eV. The total charge is 0. Its SMILES is C=CC[C@H](N)C(N)=O.O.O.O.O. The spin multiplicity is 1. The energy relative to the best compared isomer or geometry (same formula, charge and spin) comes out at 53.3 kcal per mole.

For each atom in turn, the Löwdin charge in e is: atom 1 (C): -0.018, atom 2 (C): -0.226, atom 3 (C): -0.165, atom 4 (C): -0.336, atom 5 (N): 0.083, atom 6 (C): -0.476, atom 7 (N): 0.151, atom 8 (O): 0.041, atom 9 (H): 0.100, atom 10 (H): 0.083, atom 11 (H): 0.120, atom 12 (H): 0.104, atom 13 (H): 0.141, atom 14 (H): 0.092, atom 15 (H): 0.027, atom 16 (H): 0.077, atom 17 (H): 0.112, atom 18 (H): 0.127, atom 19 (O): -0.038, atom 20 (H): 0.027, atom 21 (H): 0.033, atom 22 (O): -0.144, atom 23 (H): 0.071, atom 24 (H): 0.016, atom 25 (O): -0.042, atom 26 (H): 0.012, atom 27 (H): 0.042, atom 28 (O): -0.057, atom 29 (H): 0.024, atom 30 (H): 0.017

=====

No. 4
DFT (ωB97M-V/def2-TZVPD) results for a cluster of 4 separate species, C5H18NO3S in total at a distorted geometry.

Atoms and positions in Å:
C 1.3938 -0.0039 -1.6496
C 0.4491 1.1076 -2.2877
S 0.2519 2.4918 -1.2672
C 0.8849 -0.6270 -0.3506
N 1.1211 0.1909 0.8070
C -0.0404 0.2265 1.6751
C 0.4043 0.0003 3.1844
H 2.2807 0.4249 -1.6277
H 1.4896 -0.8626 -2.5554
H -0.5556 0.8542 -2.5612
H 0.9998 1.5634 -3.1926
H 1.3211 -1.5795 -0.3136
H -0.1595 -0.9108 -0.4409
H 1.4471 1.2169 0.5910
H -0.5523 1.2327 1.4940
H -0.9678 -0.4752 1.4084
H 1.0623 -0.9255 3.2987
H 1.0292 0.8704 3.5123
H -0.4938 -0.0823 3.7740
H -3.1396 -1.2691 0.1463
H -1.8551 -2.0730 0.0335
O -2.8762 -2.2284 0.2248
H 2.3103 -2.0165 0.9024
H 1.6266 -2.3092 2.2658
O 1.9651 -2.7865 1.4815
H -3.4729 0.3012 -1.5595
H -1.9652 0.2324 -1.0247
O -2.9428 0.0627 -0.8256

The total energy comes out at -23943.626 eV. The orbital gap comes out at 6.25 eV. The total charge is -1. The spin multiplicity is 1. The energy relative to the best compared isomer or geometry (same formula, charge and spin) comes out at 50.3 kcal per mole.

For each atom in turn, the Löwdin charge in e is: atom 1 (C): -0.246, atom 2 (C): -0.822, atom 3 (S): 0.238, atom 4 (C): -0.306, atom 5 (N): -0.116, atom 6 (C): -0.304, atom 7 (C): -0.098, atom 8 (H): 0.021, atom 9 (H): 0.148, atom 10 (H): -0.010, atom 11 (H): 0.042, atom 12 (H): 0.049, atom 13 (H): 0.077, atom 14 (H): 0.092, atom 15 (H): 0.096, atom 16 (H): 0.123, atom 17 (H): 0.054, atom 18 (H): 0.070, atom 19 (H): 0.042, atom 20 (H): -0.016, atom 21 (H): 0.060, atom 22 (O): -0.170, atom 23 (H): 0.057, atom 24 (H): 0.001, atom 25 (O): -0.118, atom 26 (H): 0.038, atom 27 (H): 0.066, atom 28 (O): -0.068